# 1
Molecular formula: C4H10N2O
Method: DFT, the ωB97M-V functional and the def2-TZVPD basis

```
17
Properties=species:S:1:pos:R:3
O -1.27 -0.70 2.65
C -1.56 0.03 1.72
C -0.31 0.34 0.78
C -0.63 1.62 0.03
N -0.35 -0.81 -0.18
C 0.61 -0.77 -1.26
N 2.02 -0.91 -0.71
H -2.60 0.30 1.52
H 0.57 0.47 1.42
H -1.61 1.68 -0.55
H -0.48 2.53 0.68
H -0.04 1.81 -0.79
H -0.30 -1.67 0.34
H 0.61 0.14 -1.94
H 0.39 -1.79 -1.80
H 2.35 -1.79 -0.48
H 2.62 -0.48 -1.42
```

Output
- ΔE to the lowest compared entry with this formula, charge and spin: 66.1 kcal per mole
- Expectation value of S²: 0.758
- LUMO level (alpha / beta): -4.04 / -8.94 eV
- Multiplicity: 2
- Charge: +1
- Gap between HOMO and LUMO (alpha / beta): 10.62 / 5.57 eV


# 2
Molecular formula: C4H10N2O
Method: DFT, the ωB97M-V functional and the def2-TZVPD basis

```
17
Properties=species:S:1:pos:R:3
O -1.28 -1.92 0.60
C -1.00 -1.06 1.42
C -0.40 0.30 0.77
C -1.48 1.40 0.73
N 0.13 0.17 -0.53
C 1.31 -0.71 -0.73
N 1.88 -0.42 -2.07
H -1.22 -1.06 2.50
H 0.47 0.74 1.40
H -2.48 0.96 0.76
H -1.44 2.08 1.59
H -1.35 2.09 -0.21
H -0.59 -0.19 -1.21
H 1.02 -1.76 -0.63
H 2.01 -0.47 0.23
H 1.55 0.38 -2.56
H 2.88 -0.52 -2.06
```

Output
- ΔE to the lowest compared entry with this formula, charge and spin: 56.3 kcal per mole
- Expectation value of S²: 0.756
- LUMO level (alpha / beta): -4.21 / -8.64 eV
- Multiplicity: 2
- Charge: +1
- Gap between HOMO and LUMO (alpha / beta): 10.10 / 5.23 eV


# 3
Molecular formula: C4H10N2O
Method: DFT, the ωB97M-V functional and the def2-TZVPD basis

```
17
Properties=species:S:1:pos:R:3
C -1.42 2.31 -0.10
C -0.49 1.17 -0.38
N -0.95 -0.17 -0.11
C -0.31 -0.92 0.93
C 1.17 -1.20 0.69
N 1.52 -2.16 -0.31
O 0.62 1.25 -0.84
H -2.39 2.04 -0.54
H -0.98 3.17 -0.59
H -1.65 2.28 0.97
H -1.96 -0.25 -0.14
H -0.82 -1.88 1.10
H -0.53 -0.50 1.92
H 1.60 -1.62 1.61
H 1.74 -0.27 0.61
H 0.95 -2.07 -1.15
H 1.49 -3.12 0.00
```

Output
- ΔE to the lowest compared entry with this formula, charge and spin: 34.2 kcal per mole
- Expectation value of S²: 0.757
- LUMO level (alpha / beta): -3.15 / -8.89 eV
- Multiplicity: 2
- Charge: +1
- Gap between HOMO and LUMO (alpha / beta): 11.43 / 5.25 eV


# 4
Molecular formula: C4H10N2O
Method: DFT, the ωB97M-V functional and the def2-TZVPD basis

```
17
Properties=species:S:1:pos:R:3
O 1.80 -1.99 0.73
C 1.21 -1.23 0.05
C 0.31 -0.08 0.67
C 1.17 0.83 1.55
N -0.34 0.64 -0.35
C -1.53 0.18 -1.03
N -2.27 1.32 -1.45
H 1.24 -1.28 -1.06
H -0.44 -0.61 1.27
H 1.79 1.49 0.93
H 1.86 0.23 2.14
H 0.57 1.41 2.24
H -0.30 1.65 -0.26
H -1.16 -0.37 -1.91
H -2.08 -0.52 -0.39
H -2.74 1.75 -0.66
H -3.00 1.09 -2.12
```

Output
- ΔE to the lowest compared entry with this formula, charge and spin: 27.9 kcal per mole
- Expectation value of S²: 0.755
- LUMO level (alpha / beta): -3.77 / -8.09 eV
- Multiplicity: 2
- Charge: +1
- Gap between HOMO and LUMO (alpha / beta): 11.07 / 6.55 eV


# 5
Molecular formula: C4H10N2O2
Method: DFT, the ωB97M-V functional and the def2-TZVPD basis

```
18
Properties=species:S:1:pos:R:3
H -1.04 -0.78 0.66
O -1.99 -0.39 1.30
N 0.00 -0.89 -0.13
H -2.61 -0.42 0.62
C 1.02 -0.02 -0.38
C -0.29 -1.59 -1.27
C 1.49 -0.27 -1.73
N 0.59 -1.21 -2.26
H 0.47 -1.42 -3.23
H -0.75 -2.52 -1.23
H 2.27 0.30 -2.20
C 1.55 0.85 0.71
H 0.82 1.16 1.55
H 2.46 0.37 1.13
H 1.82 1.87 0.32
O -1.79 2.12 1.96
H -1.61 1.16 1.48
H -2.40 1.67 2.70
```

Output
- ΔE to the lowest compared entry with this formula, charge and spin: 70.5 kcal per mole
- LUMO level: 0.40 eV
- Gap between HOMO and LUMO: 9.76 eV


# 6
Molecular formula: C4H10N2O2
Method: DFT, the ωB97M-V functional and the def2-TZVPD basis

```
18
Properties=species:S:1:pos:R:3
C 2.05 0.81 -0.15
N 0.63 -1.72 0.01
C 0.09 -0.61 0.73
C 0.80 0.66 0.65
H 0.69 -2.56 0.57
H 0.08 -1.94 -0.82
H -0.32 -0.85 1.71
H 0.74 1.29 1.53
H 2.28 1.86 -0.32
H 1.95 0.29 -1.11
H 2.87 0.34 0.40
C -1.19 0.31 -0.12
N -1.64 -0.43 -1.22
O -2.21 0.49 0.82
O -0.45 1.40 -0.39
H -2.31 1.45 0.92
H -2.56 -0.84 -1.12
H -1.49 0.04 -2.10
```

Output
- ΔE to the lowest compared entry with this formula, charge and spin: 75.1 kcal per mole
- LUMO level: 0.94 eV
- Gap between HOMO and LUMO: 9.30 eV